Molecular formula: C4H9N3O
Method: DFT, the ωB97M-V functional and the def2-TZVPD basis

XYZ file:
```
17
Properties=species:S:1:pos:R:3
H -0.83 -3.13 -0.64
N -0.17 -2.39 -0.48
C -0.69 -1.21 -0.62
N 0.30 -0.22 -1.30
O 1.52 -0.80 -1.69
C 0.39 0.69 -0.27
C 1.44 1.73 -0.22
N -0.68 0.53 0.42
C -1.32 0.44 1.68
H -1.77 -1.08 -0.71
H 1.31 -1.76 -1.49
H 1.32 2.34 0.67
H 2.42 1.24 -0.24
H 1.40 2.34 -1.12
H -1.96 -0.44 1.76
H -2.07 1.24 1.77
H -0.60 0.48 2.50
```

Results
total charge	0
calculated total energy	-10807.065	eV
molar mass	115.1	g/mol
HOMO-LUMO gap	8.8	eV
relative energy (zero: lowest compared OMol25 entry of this formula, charge and spin)	124.5	kcal/mol